(1)
Formula: C7H20N2O
Source: OMol25
Level of theory: ωB97M-V/def2-TZVPD

```
! RIJCOSX wB97M-V def2-TZVPD def2/J DEFGRID3
* xyz 0 1
C -2.39 0.88 1.72
C -1.03 1.39 1.33
C 0.08 1.16 2.31
N -0.79 2.07 0.29
H -3.11 1.70 1.76
H -2.37 0.38 2.69
H -2.74 0.17 0.97
H -0.10 1.76 3.20
H 0.13 0.12 2.61
H 1.03 1.48 1.88
H -1.60 2.20 -0.32
C 0.25 -2.73 -0.18
C -0.66 -1.57 0.24
O -1.73 -1.36 -0.67
H 0.98 -2.91 0.60
H -0.33 -3.64 -0.35
H 0.78 -2.46 -1.09
H -1.13 -1.81 1.20
H 0.00 -0.64 0.20
H -1.36 -1.25 -1.55
C 0.82 0.45 -2.60
N 1.11 0.43 -1.18
C 2.54 0.42 -0.91
H -0.26 0.54 -2.74
H 1.31 1.27 -3.14
H 1.15 -0.49 -3.05
H 0.67 1.25 -0.72
H 3.08 1.26 -1.36
H 2.97 -0.51 -1.31
H 2.70 0.44 0.17
*
```

frontier orbital gap: 9.33 eV
SMILES: CC(C)=N.CCO.CNC

(2)
Formula: C49H120N12O10
Source: OMol25
Level of theory: ωB97M-V/def2-TZVPD

```
! RIJCOSX wB97M-V def2-TZVPD def2/J DEFGRID3
* xyz 1 2
C 3.76 3.07 5.37
C 2.84 2.70 4.14
C 3.12 3.75 3.00
C 4.25 3.48 2.13
C 4.18 2.04 1.58
C 4.25 0.99 2.63
N 3.15 1.32 3.56
O 2.63 0.32 4.38
C 4.19 -0.38 1.91
C 5.70 0.91 3.27
C 1.33 2.78 4.55
H 3.29 3.96 5.80
H 4.68 3.45 4.94
H 3.85 2.20 6.01
H 2.28 3.74 2.31
H 3.35 4.76 3.35
H 5.25 3.60 2.54
H 4.19 4.19 1.30
H 4.95 1.96 0.82
H 3.24 1.97 1.02
H 3.82 -1.21 2.52
H 3.40 -0.31 1.15
H 5.13 -0.48 1.37
H 5.69 0.20 4.10
H 6.64 0.78 2.74
H 5.89 1.93 3.60
H 0.85 3.76 4.64
H 1.16 2.46 5.58
H 0.65 2.21 3.91
H 3.18 0.37 5.16
C -1.67 -2.66 -6.63
C -1.90 -2.12 -5.22
C -3.21 -1.27 -5.19
C -4.41 -2.22 -5.17
C -4.46 -3.18 -4.02
C -3.13 -4.01 -3.93
N -1.96 -3.18 -4.26
O -0.81 -3.85 -4.03
C -3.04 -4.75 -2.53
C -3.29 -5.08 -5.03
C -0.73 -1.09 -4.98
H -2.52 -3.25 -6.95
H -0.74 -3.21 -6.77
H -1.70 -1.87 -7.38
H -3.33 -0.65 -4.30
H -3.38 -0.64 -6.06
H -4.35 -2.85 -6.06
H -5.35 -1.68 -5.22
H -5.32 -3.76 -4.33
H -4.63 -2.56 -3.14
H -2.96 -4.27 -1.56
H -3.93 -5.33 -2.32
H -2.20 -5.45 -2.61
H -3.53 -4.76 -6.05
H -2.39 -5.69 -5.07
H -3.94 -5.90 -4.76
H -0.76 -0.31 -5.74
H 0.24 -1.52 -5.24
H -0.72 -0.63 -4.00
H -0.48 -3.29 -3.32
C -1.19 4.60 -8.08
C -1.00 4.80 -6.56
C -2.14 3.82 -5.97
C -2.06 3.54 -4.49
C -0.75 2.93 -4.17
C 0.37 3.94 -4.70
N 0.27 4.19 -6.12
O 1.33 4.77 -6.72
C 0.59 5.21 -3.86
C 1.65 3.11 -4.33
C -1.27 6.21 -6.15
H -2.08 5.08 -8.48
H -1.22 3.57 -8.44
H -0.39 5.06 -8.66
H -3.09 4.29 -6.26
H -2.15 2.85 -6.46
H -2.82 2.84 -4.14
H -2.42 4.33 -3.84
H -0.61 1.98 -4.69
H -0.58 2.82 -3.10
H 1.43 5.77 -4.27
H -0.29 5.86 -3.79
H 0.84 4.99 -2.83
H 2.54 3.74 -4.39
H 1.53 2.69 -3.34
H 1.78 2.29 -5.04
H -1.90 6.81 -6.81
H -0.32 6.74 -6.13
H -1.80 6.23 -5.20
H 1.42 4.34 -7.57
C 3.48 -7.02 -1.37
C 3.47 -8.53 -1.72
C 4.95 -9.07 -1.52
O 5.91 -8.47 -2.54
C 6.17 -9.61 -3.45
N 2.45 -9.19 -0.89
H 4.01 -6.45 -2.13
H 3.64 -6.72 -0.34
H 2.49 -6.58 -1.51
H 3.29 -8.79 -2.76
H 5.06 -10.15 -1.38
H 5.17 -8.71 -0.52
H 6.25 -9.12 -4.42
H 5.23 -10.15 -3.63
H 7.10 -10.09 -3.16
H 2.50 -10.20 -0.99
H 2.74 -9.15 0.08
C -4.66 6.07 5.70
C -4.18 4.49 5.71
C -3.12 4.06 4.71
O -2.75 2.69 4.96
C -2.36 1.89 3.82
N -3.90 4.18 7.09
H -4.97 6.26 4.67
H -3.91 6.82 5.92
H -5.45 6.13 6.45
H -5.05 3.86 5.53
H -2.27 4.73 4.83
H -3.50 4.19 3.69
H -1.72 2.52 3.21
H -3.21 1.61 3.20
H -1.77 1.05 4.19
H -3.72 3.19 7.02
H -4.71 4.22 7.70
C 2.13 -3.32 8.36
C 1.92 -4.29 7.20
C 2.58 -3.95 5.84
O 2.37 -4.99 4.91
C 2.68 -4.68 3.58
N 2.33 -5.51 7.68
H 3.13 -2.90 8.26
H 1.94 -3.69 9.37
H 1.52 -2.43 8.19
H 0.84 -4.33 7.06
H 3.62 -3.73 6.04
H 2.14 -2.98 5.61
H 3.77 -4.76 3.54
H 2.43 -3.66 3.29
H 2.16 -5.34 2.88
H 2.27 -6.08 6.85
H 1.69 -5.89 8.37
C -4.53 5.37 0.70
C -3.21 5.49 -0.06
C -2.12 4.61 0.56
O -0.88 4.52 -0.11
C -0.07 3.47 0.30
N -3.45 5.03 -1.43
H -5.32 5.21 -0.04
H -4.85 6.33 1.11
H -4.47 4.73 1.58
H -2.82 6.50 -0.05
H -2.45 3.58 0.45
H -2.04 4.70 1.65
H -0.34 3.10 1.29
H 0.97 3.79 0.32
H -0.18 2.80 -0.55
H -2.52 4.94 -1.80
H -3.78 4.08 -1.46
C -0.48 -0.29 1.44
C 0.30 -0.54 0.22
C 0.77 -2.01 0.08
O 1.48 -2.08 -1.14
C 1.91 -3.39 -1.51
N -0.45 -0.16 -1.02
H -1.47 -0.74 1.37
H -0.62 0.78 1.60
H 0.13 -0.67 2.26
H 1.11 0.18 0.27
H -0.09 -2.69 0.03
H 1.36 -2.34 0.92
H 1.22 -4.20 -1.31
H 2.70 -3.63 -0.79
H 2.38 -3.30 -2.49
H -0.07 0.73 -1.33
H -0.12 -0.81 -1.72
C -3.92 1.21 -1.47
O -3.28 2.11 -2.01
N -3.44 0.10 -1.09
N -5.20 1.29 -1.27
H -3.98 -0.57 -0.56
H -2.49 0.05 -1.43
H -5.75 1.95 -1.81
H -5.68 0.59 -0.72
C 0.05 -0.33 6.92
O 0.81 0.56 7.21
N -0.08 -0.99 5.80
N -0.77 -0.83 7.86
H -0.54 -1.89 5.80
H 0.23 -0.56 4.93
H -1.60 -1.34 7.59
H -0.50 -0.78 8.83
*
```

frontier orbital gap (alpha / beta): 7.14 / 2.90 eV

(3)
Formula: C5H11B
Source: OMol25
Level of theory: ωB97M-V/def2-TZVPD

```
! RIJCOSX wB97M-V def2-TZVPD def2/J DEFGRID3
* xyz 0 1
C 1.65 -1.91 -1.63
C 1.21 -0.87 -0.63
C -0.07 -0.62 -0.39
B -0.67 0.61 0.54
C -2.16 1.21 0.41
C 0.27 1.24 1.69
H 2.29 -1.46 -2.26
H 0.85 -2.29 -2.35
H 2.16 -2.70 -1.02
H 1.83 -0.15 -0.21
H -0.90 -1.27 -0.81
H -2.98 0.40 0.46
H -2.47 1.58 -0.58
H -2.30 2.18 1.07
H 0.47 2.21 1.38
H 1.14 0.60 1.82
H -0.32 1.23 2.53
*
```

frontier orbital gap: 10.28 eV
SMILES: C/C=C/B(C)C